[1]
The following is a DFT calculation (ωB97M-V/def2-TZVPD) of a 11-piece molecular cluster, C24H73N3O15 overall.

CARTESIAN COORDINATES (ANGSTROEM)
C: -3.8422 -2.0533 -0.0393
O: -2.5313 -2.5266 -0.3405
H: -3.6487 -1.2654 0.6886
H: -4.2321 -1.5992 -0.9502
H: -4.5911 -2.7876 0.2575
H: -2.5586 -2.7279 -1.2788
C: -4.2558 -0.1300 -4.6334
O: -3.2794 -0.8973 -5.2533
H: -4.6041 0.6193 -5.3442
H: -5.1403 -0.6990 -4.3471
H: -3.8073 0.3185 -3.7469
H: -2.9039 -0.3279 -5.9288
C: -1.0932 -2.1635 -3.2112
O: -2.4630 -2.3050 -3.0512
H: -0.7400 -2.1736 -4.2424
H: -0.7637 -1.2432 -2.7290
H: -0.6227 -3.0097 -2.7104
H: -2.8544 -1.8452 -3.7976
C: -2.6757 2.6865 3.4039
O: -1.5606 3.4309 3.0085
H: -3.6178 3.1641 3.1347
H: -2.7209 1.7134 2.9149
H: -2.6681 2.5258 4.4819
H: -1.2647 4.0933 3.6373
C: -2.0482 1.6985 -2.0112
C: -1.4940 1.5278 -0.5903
C: 0.0426 1.6658 -0.4956
O: 0.6187 0.5985 -1.0986
C: 0.5626 -0.5774 -0.2471
N: -2.0382 2.4804 0.3028
H: -3.1357 1.6516 -1.9552
H: -1.7203 0.7791 -2.4964
H: -1.7270 2.6228 -2.4913
H: -1.7897 0.5553 -0.1966
H: 0.4524 1.8100 0.5041
H: 0.4279 2.5563 -0.9924
H: -0.3425 -1.1846 -0.2351
H: 1.0266 -0.4463 0.7304
H: 1.2355 -1.3206 -0.6749
H: -1.6627 2.4192 1.2384
H: -2.9964 2.2200 0.4876
C: 1.8958 -3.4103 3.8400
C: 1.6643 -1.8536 3.8051
C: 0.3626 -1.3782 4.5279
O: -0.8522 -2.1429 4.2079
C: -1.2789 -1.9386 2.8783
N: 2.8909 -1.1727 4.2446
H: 2.8839 -3.7811 3.5675
H: 1.0695 -3.8351 3.2700
H: 1.7835 -3.6936 4.8865
H: 1.4740 -1.7502 2.7369
H: 0.0868 -0.3957 4.1448
H: 0.6442 -1.3103 5.5787
H: -0.5149 -2.2195 2.1534
H: -1.4642 -0.8803 2.6947
H: -2.1172 -2.6174 2.7213
H: 3.0038 -1.4805 5.2000
H: 2.7664 -0.1816 4.3938
C: 5.9375 -4.3207 1.7474
C: 5.5006 -3.6759 0.4246
C: 3.9538 -3.4067 0.2507
O: 3.3895 -4.6924 0.0647
C: 2.0471 -4.5861 -0.3437
N: 6.2627 -2.5052 0.2224
H: 5.2823 -4.0355 2.5705
H: 6.9120 -4.1544 2.2065
H: 5.8402 -5.4022 1.6527
H: 5.7537 -4.3129 -0.4229
H: 3.9414 -2.8993 -0.7139
H: 3.3561 -2.8216 0.9496
H: 1.7250 -3.7162 -0.9162
H: 1.5659 -4.4702 0.6275
H: 1.5440 -5.4526 -0.7728
H: 6.0275 -1.9263 1.0159
H: 7.2367 -2.7700 0.1869
C: 1.3470 1.4822 -4.6519
C: 1.4921 -0.0675 -4.6003
O: 0.8902 -0.5624 -5.8369
O: 2.1244 1.9542 -5.7846
H: 1.6407 2.1390 -3.8330
H: 0.3117 1.7600 -4.8494
H: 1.0056 -0.5145 -3.7334
H: 2.5130 -0.4468 -4.5542
H: 1.1678 -1.4802 -5.8822
H: 1.8560 1.4762 -6.5727
C: 0.4441 5.5882 0.1177
C: -0.6227 5.4172 -0.9922
O: -1.8968 5.0390 -0.6440
O: 0.5645 4.3626 0.8222
H: 0.3313 6.4517 0.7732
H: 1.3445 5.6765 -0.4902
H: -0.2867 4.5172 -1.5072
H: -0.6099 6.2608 -1.6823
H: -1.8252 4.1534 -0.2803
H: -0.2775 4.1123 1.2096
C: 4.3078 0.3277 1.6109
C: 4.6072 0.5296 0.0205
O: 5.8587 0.9996 -0.2226
O: 5.2019 -0.7199 2.0101
H: 3.2776 0.1036 1.8875
H: 4.4693 1.2710 2.1328
H: 3.8766 1.1985 -0.4344
H: 4.5624 -0.4981 -0.3399
H: 6.4512 0.3491 0.1614
H: 4.8092 -0.9622 2.8519
C: -7.0887 3.3556 0.4794
C: -5.7288 3.0819 1.3062
O: -5.8862 2.3220 2.4514
O: -7.6720 2.2340 -0.0480
H: -6.8583 4.1241 -0.2584
H: -7.8692 3.8589 1.0500
H: -5.4626 4.0687 1.6849
H: -4.9247 2.6963 0.6795
H: -6.4888 1.6047 2.2418
H: -8.5032 2.0713 0.4039

Multiplicity: 1
Energy above the lowest of the compared OMol25 structures with the same formula, charge and spin, kJ/mol: 281.6
Maximum force, eV/Å: 3.43
SMILES: COC[C@H](C)N.COC[C@H](C)N.COC[C@H](C)N.OCCO.OCCO.OCCO.OCCO.CO.CO.CO.CO

---

[2]
The following is a DFT calculation (ωB97M-V/def2-TZVPD) of C24H76F2N7O15PbS2 as an isolated structure.

CARTESIAN COORDINATES (ANGSTROEM)
Pb: -3.0229 -0.2393 0.6029
N: -1.0623 0.8273 -0.4353
S: 0.5213 0.4718 -0.4263
O: 1.4526 1.5244 -0.4969
O: 0.7631 -0.7711 -1.0548
F: 0.6228 0.1163 1.1403
S: -1.2904 1.2117 -2.0286
O: -1.5378 0.1323 -2.9052
O: -0.5119 2.2991 -2.4466
F: -2.7094 1.8324 -1.7977
O: 0.3946 4.3822 -4.1582
H: 1.2367 4.4850 -3.6840
H: -0.0562 3.6920 -3.6651
O: -2.9932 -0.1010 -5.9194
H: -3.7275 0.4336 -5.6015
H: -2.2779 0.0663 -5.2944
O: 0.2578 -2.8478 1.9421
H: 1.1358 -2.4719 1.6774
H: 0.3654 -3.8029 1.8352
O: -4.6404 -0.1144 -1.5577
H: -5.4065 -0.4417 -1.0638
H: -4.8905 -0.2446 -2.4853
O: -3.3146 2.3162 1.0155
H: -3.5489 2.9259 1.7267
H: -2.8437 2.8791 0.3536
C: -3.0785 -2.5119 3.7590
C: -2.3445 -1.1835 3.9233
C: -1.3526 -1.2330 5.0211
O: -0.7929 0.0751 5.0832
C: 0.3925 0.1497 5.8655
N: -1.6613 -0.7923 2.6534
H: -2.5357 -3.1751 3.0809
H: -4.0602 -2.3956 3.2827
H: -3.2443 -3.0148 4.7096
H: -3.0606 -0.3950 4.1725
H: -0.5429 -1.9477 4.8354
H: -1.8654 -1.4375 5.9681
H: 0.4521 1.1107 6.3811
H: 1.3052 0.0678 5.2621
H: 0.4058 -0.6209 6.6444
H: -1.0785 0.0136 2.9203
H: -0.9219 -1.5194 2.5214
C: -6.0948 5.4478 -2.3927
C: -4.8244 4.6354 -2.2722
C: -4.2473 4.8832 -0.9076
O: -2.9458 4.3248 -0.7611
C: -1.9102 5.1466 -1.3170
N: -5.1784 3.2074 -2.4917
H: -6.7785 5.1636 -1.5840
H: -6.6414 5.3799 -3.3335
H: -5.9191 6.5271 -2.3020
H: -4.0927 4.9396 -3.0219
H: -4.9075 4.4453 -0.1504
H: -4.2033 5.9536 -0.6645
H: -1.9031 6.1342 -0.8498
H: -2.0039 5.2518 -2.3999
H: -0.9714 4.6292 -1.1251
H: -4.5470 2.5919 -1.9688
H: -6.0660 3.0376 -2.0150
C: 4.7724 -6.4894 -3.0803
C: 3.3019 -6.5347 -3.5317
C: 2.7489 -5.1524 -3.7969
O: 2.7281 -4.4014 -2.6138
C: 2.3522 -3.0623 -2.8573
N: 3.1354 -7.3115 -4.7681
H: 5.1185 -7.4735 -2.7554
H: 4.9142 -5.8106 -2.2367
H: 5.3965 -6.1924 -3.9274
H: 2.7382 -7.0305 -2.7371
H: 1.7056 -5.3210 -4.1251
H: 3.2553 -4.6541 -4.6339
H: 3.0156 -2.6158 -3.6044
H: 2.4879 -2.4837 -1.9428
H: 1.2948 -2.9863 -3.1387
H: 3.3745 -6.7440 -5.5811
H: 3.8177 -8.0623 -4.8297
C: 1.4881 4.5724 0.6833
C: 1.7999 5.3710 -0.5705
C: 2.9997 6.2428 -0.3084
O: 2.7967 7.0239 0.8404
C: 4.0009 7.4609 1.4219
N: 2.0366 4.3825 -1.6528
H: 1.2076 5.1763 1.5508
H: 2.3403 3.9293 0.9243
H: 0.6441 3.8774 0.5802
H: 0.9232 5.9540 -0.8636
H: 3.2527 6.8584 -1.1888
H: 3.8882 5.5861 -0.2201
H: 3.7450 7.9736 2.3513
H: 4.4782 8.2382 0.8062
H: 4.7000 6.6469 1.6226
H: 2.9623 3.9621 -1.5716
H: 1.4208 3.6222 -1.3872
C: 4.2225 -0.3244 1.0680
C: 4.2077 -1.3254 2.2209
C: 4.1568 -0.6191 3.5255
O: 4.3211 -1.5749 4.5498
C: 4.3250 -0.9998 5.8373
N: 3.1010 -2.3149 2.0952
H: 3.6358 0.5548 1.3390
H: 3.8100 -0.7211 0.1424
H: 5.2536 -0.0363 0.8575
H: 5.1508 -1.8910 2.2187
H: 3.2019 -0.0737 3.6499
H: 4.9592 0.1254 3.6165
H: 5.2879 -0.5275 6.0564
H: 4.1799 -1.8209 6.5363
H: 3.5120 -0.2739 5.9394
H: 3.0246 -2.7647 3.0121
H: 3.3338 -3.0781 1.4674
C: -2.6624 -3.0192 -2.3272
C: -2.4448 -3.3734 -0.8505
C: -1.6497 -4.6813 -0.7754
O: -1.2189 -5.0090 0.5274
C: -2.2500 -5.5246 1.3382
N: -1.7387 -2.2555 -0.1683
H: -3.2483 -3.7944 -2.8286
H: -1.7128 -3.0287 -2.8737
H: -3.1605 -2.0621 -2.4385
H: -3.4493 -3.6069 -0.4642
H: -0.7393 -4.5366 -1.3734
H: -2.2078 -5.5052 -1.2312
H: -1.7684 -6.1071 2.1253
H: -2.9022 -6.2053 0.7794
H: -2.8791 -4.7702 1.8219
H: -0.8774 -2.1795 -0.7297
H: -1.3135 -2.6771 0.6787

Multiplicity: 1
Energy above the lowest of the compared OMol25 structures with the same formula, charge and spin, kJ/mol: 0.0
Maximum force, eV/Å: 4.00
Total charge: +1

---

[3]
The following is a DFT calculation (ωB97M-V/def2-TZVPD) of a 14-piece molecular cluster, C24H76N16O14 overall.

CARTESIAN COORDINATES (ANGSTROEM)
C: -1.0420 1.6181 4.6794
O: -1.8333 0.6994 4.9550
N: -1.4429 2.9023 4.8027
N: 0.1952 1.4726 4.1550
H: -0.7493 3.6287 4.7798
H: -2.3883 3.1416 5.0295
H: 0.7257 2.3109 4.0074
H: 0.5554 0.5293 4.1596
C: -0.2549 -0.1013 -0.0287
O: 0.3560 -0.9990 -0.6287
N: -0.0299 0.2315 1.2668
N: -1.1648 0.7109 -0.6079
H: -0.7144 0.8382 1.6793
H: 0.7754 -0.1072 1.7654
H: -1.3335 0.7672 -1.6042
H: -1.5384 1.4463 -0.0200
C: -3.9991 -0.1605 2.3285
O: -4.8270 -0.4951 1.4842
N: -4.2027 0.8912 3.1649
N: -2.8264 -0.7518 2.6195
H: -3.4877 0.9729 3.8793
H: -5.0915 1.3356 3.3008
H: -2.6713 -1.6273 2.1384
H: -2.2226 -0.4822 3.3843
C: -5.2896 1.9782 -1.2234
O: -5.4567 3.0293 -1.8251
N: -6.0304 0.8498 -1.4322
N: -4.2052 1.7262 -0.4353
H: -6.7995 0.9587 -2.0679
H: -5.8104 -0.0228 -0.9872
H: -3.5251 2.4592 -0.3015
H: -4.0676 0.8628 0.0673
C: 3.3941 0.0875 2.5341
O: 2.4680 -0.7022 2.7299
N: 3.4913 0.8959 1.4483
N: 4.4437 0.2504 3.3884
H: 2.7199 1.2370 0.9028
H: 4.3722 1.3488 1.2936
H: 5.1784 0.8836 3.1414
H: 4.4593 -0.2088 4.2812
C: 2.5255 -4.7331 0.0406
O: 3.2086 -5.6144 0.5432
N: 1.8868 -3.7729 0.7793
N: 2.4022 -4.6226 -1.3107
H: 1.2395 -3.1751 0.2920
H: 2.0374 -3.8456 1.7792
H: 3.0261 -5.2505 -1.7869
H: 2.0360 -3.8172 -1.8005
C: 1.7685 4.1672 0.7644
O: 1.3253 5.0094 1.5575
N: 1.0212 3.1704 0.2334
N: 3.1003 3.9843 0.5599
H: 0.0577 3.1289 0.5341
H: 1.4934 2.4793 -0.3284
H: 3.4297 3.1619 0.0741
H: 3.7574 4.5626 1.0506
C: -2.3112 4.1298 1.4189
O: -1.9585 3.2967 0.5727
N: -1.9522 5.4262 1.3826
N: -3.2726 3.8576 2.3341
H: -2.3312 6.1250 1.9909
H: -1.1772 5.6758 0.7879
H: -3.5607 2.8917 2.4025
H: -3.7472 4.5328 2.9011
C: 2.0674 2.7353 -3.2054
C: 3.4189 2.3391 -2.6462
O: 3.3067 1.8519 -1.3016
H: 1.6981 3.5524 -2.5808
H: 1.3429 1.9307 -3.1037
H: 2.0824 3.0729 -4.2411
H: 4.1530 3.1434 -2.6046
H: 3.8328 1.5126 -3.2312
H: 3.3250 0.8751 -1.2881
C: 0.5975 -2.9662 4.1858
C: 2.0699 -3.1405 4.5829
O: 2.9330 -3.1990 3.4489
H: 0.2420 -3.9190 3.7948
H: 0.5440 -2.1878 3.4239
H: 0.0094 -2.7030 5.0658
H: 2.1237 -4.0851 5.1238
H: 2.4565 -2.3298 5.2086
H: 2.8832 -2.3169 3.0360
C: -2.3842 3.4358 -2.5829
C: -3.0226 2.1963 -3.2002
C: -3.7691 2.4280 -4.5093
O: -2.0184 1.2012 -3.4855
H: -3.0857 3.9604 -1.9357
H: -2.1089 4.1523 -3.3660
H: -1.4414 3.2481 -2.0731
H: -3.7002 1.7171 -2.4895
H: -3.8236 1.4738 -5.0372
H: -3.3070 3.1875 -5.1432
H: -4.8172 2.7001 -4.3722
H: -1.6671 1.3562 -4.3672
C: -0.6259 -2.2970 -4.2281
C: 0.8710 -2.0041 -4.1076
C: 1.1338 -0.5139 -4.2137
O: 1.3282 -2.4210 -2.8225
H: -1.1268 -1.6684 -4.9717
H: -1.1677 -2.0161 -3.3226
H: -0.8527 -3.3272 -4.4995
H: 1.3218 -2.5477 -4.9377
H: 2.1829 -0.2690 -4.0331
H: 0.6072 0.0236 -3.4209
H: 0.8305 -0.0852 -5.1703
H: 0.9164 -1.8501 -2.1469
C: -1.6377 -4.6765 -0.5868
C: -1.9813 -3.3972 0.2165
C: -2.6982 -2.4301 -0.7296
O: -2.7875 -3.6748 1.3471
H: -0.8199 -4.6758 -1.2997
H: -2.5922 -4.9871 -1.0246
H: -1.4803 -5.4295 0.1920
H: -1.0756 -2.9192 0.5911
H: -2.9111 -1.4811 -0.2335
H: -3.6362 -2.8272 -1.1239
H: -2.0618 -2.1932 -1.5834
H: -3.5622 -4.1361 1.0033
C: 4.3588 -2.7853 0.5490
C: 4.6854 -1.8798 -0.6473
C: 4.9378 -2.6412 -1.9481
O: 3.6397 -0.9260 -0.8962
H: 3.3047 -3.1873 0.4927
H: 4.4171 -2.1947 1.4627
H: 5.0336 -3.6387 0.5041
H: 5.5549 -1.2665 -0.4002
H: 5.6442 -3.4712 -1.8529
H: 5.2634 -2.0125 -2.7786
H: 4.0725 -3.1766 -2.3374
H: 2.8374 -1.4137 -1.1247

Multiplicity: 1
Energy above the lowest of the compared OMol25 structures with the same formula, charge and spin, kJ/mol: 0.0
Maximum force, eV/Å: 3.33

---

[4]
The following is a DFT calculation (ωB97M-V/def2-TZVPD) of a 13-piece molecular cluster, C24H76N2O13 overall.

CARTESIAN COORDINATES (ANGSTROEM)
O: 0.5799 -2.1580 3.3059
H: 1.5451 -2.0119 3.5257
H: 0.5019 -2.1559 2.3245
O: -0.5411 0.2949 4.0299
H: -0.3090 -0.6208 3.7812
H: -1.2284 0.2839 4.7353
O: -1.6275 -3.9789 0.5356
H: -0.9056 -4.6499 0.5163
H: -2.0838 -4.1265 -0.3115
C: 4.3896 2.0036 -0.5419
C: 3.5695 2.3640 -1.7487
C: 3.6921 3.9350 -1.9467
O: 3.0331 4.7047 -0.9774
C: 1.6814 5.0278 -1.2542
N: 4.2292 1.7251 -2.8766
H: 5.4048 2.4040 -0.5990
H: 4.4595 0.8916 -0.3767
H: 3.8456 2.3586 0.3633
H: 2.5248 2.0957 -1.6881
H: 3.4309 4.1479 -2.9960
H: 4.7548 4.1154 -1.8714
H: 1.5216 5.1996 -2.2957
H: 1.4832 5.9249 -0.6591
H: 1.0642 4.1848 -0.8753
H: 3.6133 1.6871 -3.6863
H: 4.4008 0.7201 -2.6890
C: -2.9449 -0.5526 -2.9390
C: -4.3065 -1.0993 -2.5542
C: -4.7413 -0.4652 -1.2160
O: -5.8339 -1.0971 -0.5747
C: -5.6837 -2.4024 -0.0841
N: -5.2412 -0.8835 -3.6073
H: -2.1809 -1.0026 -2.2782
H: -2.8522 0.5224 -2.8688
H: -2.6860 -0.8990 -3.9554
H: -4.0542 -2.1440 -2.3777
H: -5.0455 0.5657 -1.2858
H: -3.8556 -0.4357 -0.4873
H: -5.8520 -3.1468 -0.8811
H: -6.4830 -2.5516 0.6501
H: -4.7430 -2.5702 0.4392
H: -6.2019 -0.7153 -3.3614
H: -4.9991 -0.2072 -4.2935
C: 1.5570 2.8900 4.0550
C: 2.6933 1.8804 3.7628
O: 3.1470 1.0413 4.8306
H: 0.6072 2.3808 4.2234
H: 1.4111 3.4822 3.1456
H: 1.8794 3.5392 4.8659
H: 3.5787 2.3792 3.3534
H: 2.4587 1.2016 2.9600
H: 3.1162 1.5188 5.6795
C: 2.0063 -5.2425 0.4597
C: 0.8568 -6.1959 0.7357
O: -0.1181 -6.1708 -0.3200
H: 1.6197 -4.2232 0.2939
H: 2.5526 -5.6391 -0.4104
H: 2.7357 -5.2297 1.2505
H: 0.2485 -6.0165 1.6275
H: 1.2159 -7.2246 0.8164
H: 0.2818 -6.4502 -1.1608
C: 4.6901 -1.3765 2.0001
C: 4.5869 -1.7290 3.5150
O: 3.2963 -1.6224 4.0802
H: 3.9425 -1.9011 1.4301
H: 5.6197 -1.8274 1.5551
H: 4.6779 -0.3136 1.6971
H: 5.3885 -1.2532 4.0580
H: 4.8191 -2.7686 3.6668
H: 3.1248 -0.7373 4.4147
C: 1.4884 -0.9228 -2.7426
C: 1.9325 -0.9006 -4.1678
O: 1.9857 0.4101 -4.7505
H: 1.8150 -1.8661 -2.2819
H: 0.4304 -0.8583 -2.5761
H: 1.9653 -0.1281 -2.1441
H: 1.2588 -1.5258 -4.7214
H: 2.9229 -1.3076 -4.2742
H: 1.1031 0.8298 -4.9356
C: 0.8158 0.6909 0.8810
C: -0.1284 -0.2850 0.1492
O: 0.3631 -1.5693 0.4899
H: 1.8250 0.5583 0.4801
H: 0.7598 0.4677 1.9586
H: 0.6549 1.7599 0.7165
H: -0.1103 -0.1814 -0.9341
H: -1.1911 -0.2165 0.3981
H: -0.3676 -2.1975 0.5727
C: -3.6215 -0.5589 2.7368
C: -3.1669 -1.9021 3.2976
O: -3.8718 -2.8929 2.6443
H: -3.0916 0.3105 3.0978
H: -4.7109 -0.5451 2.8264
H: -3.5359 -0.5959 1.6376
H: -3.4499 -1.9596 4.3752
H: -2.0830 -2.0077 3.1994
H: -3.2402 -3.4605 2.2060
C: -0.4772 2.1077 -2.7428
C: -1.5226 2.7428 -3.5729
O: -1.5743 2.1335 -4.8170
H: -0.5444 2.5262 -1.7323
H: 0.5260 2.2363 -3.1673
H: -0.6816 1.0592 -2.6179
H: -1.2995 3.7868 -3.6998
H: -2.4413 2.7837 -3.0373
H: -2.4314 2.2375 -5.2476
C: -3.0823 2.3743 0.1343
C: -2.6127 3.7956 0.3513
O: -1.1972 4.0001 0.1061
H: -2.8090 2.0201 -0.8369
H: -4.1627 2.4416 0.2877
H: -2.6815 1.6769 0.8684
H: -2.8451 4.0573 1.3662
H: -3.2356 4.2711 -0.4231
H: -0.9980 4.9291 0.0073

Multiplicity: 1
Energy above the lowest of the compared OMol25 structures with the same formula, charge and spin, kJ/mol: 145.7
Maximum force, eV/Å: 2.35

---

no.,gap between HOMO and LUMO (eV),HOMO (eV),E_LUMO (Eh)
1,8.89,-8.620,0.01001
2,7.40,-10.777,-0.12400
3,8.57,-8.597,-0.00113
4,9.18,-8.893,0.01041